1.
Below is 4 unconnected molecules or ions with the total composition C16H24FO6P, with properties calculated with ωB97M-V with the def2-TZVPD basis set.

```
48
Properties=species:S:1:pos:R:3:forces:R:3:mulliken_charge:R:1
P 0.4047 2.8271 -0.1139 0.2895 0.2463 0.5331 -0.029
F -5.0501 0.4355 0.0521 -0.0698 0.0204 -0.1068 -0.320
O -4.3566 2.2168 3.4357 -0.0046 0.0035 -0.0586 -0.540
O -3.0074 -0.9013 -1.2074 -0.1268 -0.1594 0.2082 -0.512
O 4.6312 -4.0316 -1.4113 -0.0186 0.0114 -0.0132 -0.534
O 3.7713 -0.1009 -1.3813 0.3284 0.0122 -0.1373 -0.527
O -2.2485 4.0789 -0.6650 0.0619 0.1346 0.1422 -0.539
O 0.6660 3.4620 -1.6172 -0.1242 0.1687 0.0278 -0.499
C 3.4464 -4.1474 -1.1836 0.0171 0.0105 -0.0089 0.747
C -2.3847 2.9114 -0.3769 -0.0818 -0.0324 -0.0879 0.081
C 2.7556 -5.4860 -1.2697 0.2034 -0.0547 -0.0483 -1.232
C -1.2070 1.9854 -0.3434 0.0224 -0.4078 -0.2215 0.477
C 2.6038 -2.9560 -0.8065 0.1927 -0.1144 0.0141 -0.511
C -5.9219 0.4265 3.4450 0.1803 -0.0058 -0.0209 -1.142
C 5.8342 -0.8542 -0.4711 -0.1235 0.0199 0.1093 -1.154
C -2.7879 0.1490 -0.6544 0.1961 -0.2688 -0.1384 0.010
C -5.5115 1.8760 3.5441 -0.0046 -0.0334 -0.0055 0.909
C -1.4134 0.6671 -0.4572 0.0022 0.6172 0.2790 -0.044
C -3.8927 1.0410 -0.1904 0.1634 0.2312 0.1204 0.521
C -6.6140 2.8800 3.7824 0.1598 0.1178 -0.0118 -1.174
C -3.7172 2.3497 -0.0617 -0.2000 -0.1960 0.0926 -0.539
C 5.4847 -0.4844 -2.9845 -0.1753 0.0516 -0.0668 -1.270
C 4.9171 -0.4423 -1.5910 -0.0146 0.1348 -0.0110 0.982
C 1.5689 1.4280 -0.1919 -0.5470 0.2217 -0.5562 -0.909
H -6.4077 0.1109 4.3697 -0.0959 0.0108 -0.0399 0.418
H 2.1568 -3.1089 0.1779 -0.1194 -0.0463 -0.0638 0.380
H -7.1261 2.6583 4.7199 -0.0831 -0.0470 -0.0500 0.365
H 4.7270 -0.1696 -3.6984 0.0006 0.0024 0.0098 0.307
H 6.3474 0.1799 -3.0582 0.0722 -0.0854 0.0084 0.382
H -6.1907 3.8804 3.8329 0.0049 -0.0061 0.0010 0.313
H 3.4743 -6.2524 -1.5504 0.0013 0.0096 0.0016 0.325
H 2.3154 -5.7410 -0.3046 -0.1031 0.0314 -0.0311 0.323
H -0.5986 -0.0466 -0.4364 -0.1637 -0.0932 -0.2113 0.547
H 1.9602 -5.4473 -2.0155 -0.0802 0.0152 0.0771 0.312
H 5.8031 -1.5020 -3.2175 0.0925 0.0159 0.0311 0.324
H 1.6855 0.9778 0.7921 0.1143 -0.0387 -0.0628 0.408
H -5.0428 -0.1899 3.2729 -0.0015 0.0058 -0.0028 0.266
H -4.5147 3.0164 0.2423 0.0626 0.0253 -0.1222 0.453
H 2.5075 1.8357 -0.5651 0.0477 -0.0664 0.2858 0.317
H 5.3091 -0.7824 0.4791 0.0005 0.0075 -0.0078 0.277
H -6.6217 0.2911 2.6187 -0.0741 -0.0029 0.0594 0.286
H 1.8084 -2.8147 -1.5408 -0.0866 -0.0333 0.0821 0.333
H 6.7097 -0.2029 -0.4475 0.0586 -0.0714 -0.0492 0.445
H 3.2300 -2.0725 -0.7875 -0.1875 -0.0293 0.0868 -0.206
H -7.3416 2.8366 2.9702 -0.0693 -0.0618 0.0582 0.305
H 1.2419 0.6955 -0.9328 0.2063 -0.1024 0.1129 0.243
H 6.1584 -1.8843 -0.6277 0.0605 0.0157 -0.0407 0.279
H 0.4382 4.4013 -1.5741 0.0157 -0.1845 -0.1661 0.346
```
Forces are in eV/Å.

For the HOMO energy, the calculation gives -8.627 eV. The calculation puts the HOMO-LUMO gap at 7.4 eV. The SMILES is CP(O)C1=CC(=O)C(F)=CC1=O.CC(C)=O.CC(C)=O.CC(C)=O.


2.
Below is a molecular structure, C16H24HgN2Si in a non-equilibrium geometry, with properties calculated with ωB97M-V with the def2-TZVPD basis set.

```
44
Properties=species:S:1:pos:R:3:forces:R:3:mulliken_charge:R:1
Hg -0.2637 -0.4076 -2.7764 -2.2855 2.6149 -0.0759 0.711
Si 0.1443 1.4715 2.3255 -0.4427 -2.7870 -1.8105 -0.266
N -3.8877 -0.1350 -0.3987 -0.0889 -0.0107 -0.2597 -0.590
N 0.1126 0.0766 1.3477 0.3299 2.5578 0.4134 0.142
C -0.4017 1.3828 -4.1817 1.1642 0.5922 0.8541 -0.802
C -1.1853 1.7848 -3.0103 0.7525 1.4519 -0.6394 -0.890
C -1.1564 -1.9708 1.4263 0.1572 0.0604 0.1938 -0.250
C 1.2667 -3.3880 1.3467 -0.4212 -0.1934 -0.0421 -0.444
C 0.0814 -1.2285 1.3345 -0.0318 -0.7376 0.0474 -0.540
C 0.0536 -4.0640 1.5598 0.1781 -0.4250 0.0772 -0.289
C 0.9944 2.5007 -2.7001 -0.3012 0.1412 -0.8294 -0.311
C 0.9720 1.8004 -3.9362 -1.2675 0.4777 0.2991 -0.772
C 1.2856 -2.0149 1.2033 -0.2104 0.1929 0.0602 -0.274
C 0.0700 -2.3467 -2.5331 -0.1388 -2.1331 0.1191 -0.473
C 1.4585 -1.9503 -2.6157 1.7667 -1.0549 -0.2594 -1.069
C -0.3139 2.5484 -2.1718 -0.1455 -0.2863 -0.3473 -0.171
C -1.1537 -3.3441 1.5929 0.4319 0.2639 -0.1792 -0.514
C 1.7824 1.5049 3.2524 0.2943 0.4011 0.4964 -1.026
C -0.0178 3.0145 1.2741 0.0452 0.4535 0.0128 -0.882
C -1.2935 1.4038 3.5386 -0.0798 0.3816 0.5165 -1.054
H 1.9777 0.5318 3.7238 -0.1241 0.1420 -0.1303 0.274
H 0.0486 -5.1478 1.6866 0.0101 0.1697 -0.0257 0.295
H -1.4040 0.3906 3.9484 0.0871 0.1587 -0.1459 0.298
H 1.7944 1.6543 -4.6175 0.1187 -0.1171 0.0205 0.375
H 0.0611 3.9230 1.8892 -0.0039 -0.0407 -0.0487 0.348
H 1.9705 -1.9858 -3.5945 -0.3057 0.0333 0.6382 0.283
H -0.6287 3.1579 -1.3225 0.1388 -0.6773 -0.2416 0.438
H -2.0857 -1.3934 1.3983 0.2150 -0.1742 -0.0221 0.421
H -2.2679 1.8639 -3.0302 0.1977 -0.4558 0.4254 0.544
H -2.2387 1.6666 3.0443 0.2282 -0.1173 -0.0072 0.302
H 1.8686 3.0013 -2.2791 -0.2714 -0.3290 -0.0358 0.380
H 2.2044 -3.9476 1.2908 -0.2022 0.0385 -0.0005 0.273
H -0.3105 -2.7485 -3.4715 -0.0542 -0.3492 0.1134 0.407
H 1.7896 2.2712 4.0399 0.1317 -0.0069 0.0444 0.341
H 0.7645 3.0596 0.5046 -0.1154 -0.0793 0.1850 0.163
H 2.0749 -1.8210 -1.7360 -0.1201 0.0001 0.0358 0.367
H -3.5433 -0.8619 -1.0599 -0.0092 0.0165 0.1325 -0.131
H -0.8227 1.0490 -5.1231 0.1067 -0.1325 0.1364 0.640
H -1.1460 2.0953 4.3799 -0.1212 -0.0069 0.0670 0.355
H 2.6161 1.7151 2.5683 -0.1937 -0.0575 0.0525 0.256
H -0.4012 -2.8154 -1.6617 0.5216 0.2689 -0.0363 0.192
H -0.9903 3.0380 0.7641 0.1859 -0.1336 0.1997 0.223
H -2.0973 -3.8678 1.7480 0.1198 0.0464 -0.1131 0.331
H 2.2181 -1.4670 1.0320 -0.2466 -0.1580 0.1091 0.385
```
Forces are in eV/Å.

For the HOMO energy (spin up / spin down), the calculation gives 0.730 / 1.587 eV. The calculation puts the HOMO-LUMO gap (spin up / spin down) at 4.2 / 3.4 eV. For the energy above the lowest of the compared OMol25 structures with the same formula, charge and spin, the calculation gives 0.00 kJ/mol. Its charge is -2.


3.
Below is C16H24N2O in the gas phase, with properties calculated with ωB97M-V with the def2-TZVPD basis set.

```
43
Properties=species:S:1:pos:R:3:forces:R:3:mulliken_charge:R:1
O -2.4337 -1.1226 0.4809 0.0463 -0.1621 -0.1182 -0.468
N -7.1805 -1.1477 0.2967 -0.5414 0.0778 0.1773 -0.418
N 3.0569 -0.8210 -0.4263 0.0035 0.0329 -0.0082 -0.025
C -1.2718 1.9032 -1.5266 -0.2186 0.1821 0.0565 -0.691
C 3.1079 -0.7317 1.0200 -0.0485 0.1518 0.2203 -0.596
C -1.0635 2.8607 -0.3577 0.2589 -0.1072 -0.0744 -0.751
C -0.3464 -0.6037 -0.2914 0.2183 -0.3632 -0.1162 -1.173
C 1.9938 -1.6621 -0.9375 0.3117 -0.1225 -0.1306 -0.972
C -3.7878 -0.9140 0.7835 -0.1647 0.0547 0.1024 -0.765
C 5.3303 -0.4805 0.1047 0.0329 -0.0253 -0.0645 -0.546
C -2.1978 0.7571 -1.1265 0.1426 -0.1540 -0.0596 -0.967
C -1.3932 0.9677 1.2527 0.1162 -0.1489 -0.0180 -0.905
C -0.4751 2.1122 0.8341 -0.2322 0.1731 0.0655 -0.362
C 4.3837 -1.2501 -0.8255 0.1705 -0.0824 -0.1954 -0.667
C 0.6965 -1.1059 -0.6022 -0.4511 0.2360 0.0963 0.388
C 4.4385 -0.0263 1.2748 -0.1040 -0.0399 0.0468 -0.539
C -6.0842 -1.2929 0.0062 -0.2591 -0.0011 -0.0057 0.135
C -1.6261 -0.0063 0.0815 -0.2068 0.2922 0.1171 1.679
C -4.6988 -1.4504 -0.3422 0.9332 -0.0039 -0.0446 -0.122
H -4.5063 -0.9150 -1.2754 0.0367 -0.0842 0.0613 0.161
H 4.5476 -1.0186 -1.8801 0.0262 -0.1065 0.0070 0.396
H 4.2953 1.0528 1.2443 -0.0013 0.0118 0.0466 0.264
H -2.0201 3.3079 -0.0743 -0.0395 0.0694 0.0080 0.380
H 4.8577 -0.2899 2.2440 -0.0085 0.0482 0.0370 0.354
H 5.7623 0.3779 -0.4064 0.0531 -0.0153 0.0001 0.245
H -4.0182 0.1399 0.9718 -0.0061 -0.0896 -0.0007 0.312
H 2.2473 -0.1752 1.3931 0.0113 -0.0776 0.0642 0.182
H 4.5144 -2.3391 -0.6866 -0.0403 0.0448 -0.0129 0.292
H -0.3927 3.6680 -0.6563 -0.0502 0.0683 0.0080 0.362
H 2.0925 -1.7111 -2.0278 0.0064 -0.1116 0.1127 0.361
H -2.3144 0.0630 -1.9624 -0.0702 -0.0323 0.0611 0.388
H -2.3521 1.3754 1.5821 -0.0504 -0.0128 -0.0088 0.296
H 6.1462 -1.1182 0.4419 0.0363 0.0270 -0.0419 0.289
H 3.1041 -1.7333 1.4884 -0.0215 0.0044 -0.0394 0.318
H 2.0513 -2.6953 -0.5373 0.0762 0.1213 -0.1224 0.382
H -3.1785 1.1656 -0.8696 -0.0658 -0.0239 0.0352 0.402
H -1.7038 2.4362 -2.3764 0.0569 -0.0477 -0.0396 0.386
H -4.4822 -2.5098 -0.5010 0.0173 0.0954 -0.0455 0.319
H -3.9965 -1.4750 1.7028 -0.0511 0.1548 -0.1346 0.444
H -0.9581 0.4116 2.0858 -0.0729 -0.0425 -0.0179 0.369
H 0.5016 1.7087 0.5589 0.0700 0.0281 0.0515 0.117
H -0.3383 2.7938 1.6762 0.0750 -0.0377 0.0068 0.420
H -0.3076 1.4941 -1.8346 0.0045 0.0183 -0.0827 0.328
```
Forces are in eV/Å.

For the HOMO energy, the calculation gives -8.881 eV. The calculation puts the HOMO-LUMO gap at 9.6 eV. The SMILES is N#CCCOC1(C#CCN2CCCC2)CCCCC1. For the energy above the lowest of the compared OMol25 structures with the same formula, charge and spin, the calculation gives 330.67 kJ/mol.


Number 1: E_tot -41271.4621 eV. Number 2: E_tot -32006.2008 eV. Number 3: E_tot -22007.0104 eV.